[1]
DFT (wB97M-V/def2-TZVPD) results for a structure of composition C32H32BF8N5O2PS2Ti.

Calculated values
* calculated total energy: -4473.979504 Ha
* molar mass: 824.412 g mol⁻¹
* max |F|: 0.16 eV Å⁻¹
* frontier orbital gap: 7.21 eV

```
! RIJCOSX wB97M-V def2-TZVPD def2/J DEFGRID3
* xyz 1 1
Ti -0.099 -0.325 0.741
C -2.540 -1.562 2.498
N -1.347 -0.698 2.604
C -1.750 0.566 3.252
C -0.327 -1.377 3.442
C 0.925 -0.528 3.484
N 1.089 0.090 2.162
C 2.202 0.957 2.038
C 2.014 2.264 1.597
F 0.766 2.701 1.366
C 3.068 3.134 1.408
F 2.810 4.369 0.974
C 4.364 2.742 1.670
C 4.564 1.464 2.145
F 5.799 1.040 2.423
C 3.510 0.587 2.341
F 3.777 -0.629 2.824
H -2.990 -1.692 3.486
H -2.260 -2.538 2.108
H -3.267 -1.103 1.830
H -2.048 0.377 4.288
H -2.602 0.976 2.719
H -0.935 1.286 3.233
H -0.105 -2.342 2.988
H -0.722 -1.552 4.448
H 1.776 -1.161 3.727
H 0.856 0.262 4.239
H 5.193 3.418 1.520
N 6.191 -1.592 -2.968
C 5.205 -1.994 -2.106
C 4.012 -2.545 -2.601
C 3.003 -2.908 -1.741
C 3.159 -2.715 -0.370
C 4.340 -2.186 0.138
C 5.355 -1.828 -0.723
S 1.890 -3.212 0.705
O 2.275 -2.950 2.058
O 1.419 -4.515 0.319
N 0.611 -2.195 0.368
C -0.530 -2.658 -0.211
S -1.004 -4.175 -0.852
C -2.562 -3.492 -1.200
C -2.630 -2.201 -0.829
N -1.465 -1.723 -0.259
H 6.173 -1.947 -3.908
H 7.109 -1.425 -2.594
H 3.892 -2.687 -3.668
H 2.092 -3.345 -2.132
H 4.462 -2.079 1.205
H 6.277 -1.420 -0.329
H -3.337 -4.089 -1.650
H -3.490 -1.559 -0.917
C -1.941 3.179 0.596
P -1.989 1.514 -0.154
C -1.629 1.795 -1.912
C -1.242 0.726 -2.717
C -1.033 0.908 -4.075
C -1.198 2.163 -4.640
C -1.576 3.235 -3.845
C -1.796 3.054 -2.489
C -3.788 1.172 -0.162
C -4.569 1.464 0.957
C -5.931 1.199 0.960
C -6.535 0.647 -0.160
C -5.774 0.383 -1.289
C -4.412 0.647 -1.293
H -2.797 3.764 0.265
H -1.017 3.676 0.309
H -1.962 3.106 1.682
H -1.094 -0.257 -2.289
H -0.726 0.069 -4.687
H -1.028 2.308 -5.699
H -1.701 4.218 -4.281
H -2.097 3.902 -1.889
H -4.134 1.940 1.826
H -6.521 1.439 1.835
H -7.598 0.445 -0.160
H -6.244 -0.017 -2.179
H -3.838 0.459 -2.192
F 1.716 -0.336 -2.805
B 2.273 0.735 -2.262
F 0.822 0.645 -0.443
F 3.322 0.600 -1.472
F 1.872 1.937 -2.625
*
```

***

[2]
DFT (wB97M-V/def2-TZVPD) results for a structure of composition C32H32BiF5N6O5STe in a non-equilibrium geometry.

Calculated values
* calculated total energy: -3323.494194 Ha
* molar mass: 1044.282 g mol⁻¹
* max |F|: 1.05 eV Å⁻¹
* frontier orbital gap: 7.02 eV

```
! RIJCOSX wB97M-V def2-TZVPD def2/J DEFGRID3
* xyz 0 1
Bi -0.170 -0.437 0.693
C 0.723 4.904 -2.274
C 0.106 5.167 -1.055
C -0.574 4.162 -0.393
C -0.603 2.874 -0.932
C 0.053 2.603 -2.127
C 0.682 3.628 -2.811
N -1.289 1.809 -0.285
N -2.255 2.148 0.397
C -2.891 1.108 1.125
C -4.176 1.399 1.580
C -4.868 0.470 2.337
C -4.271 -0.742 2.654
C -2.989 -1.030 2.199
C -2.274 -0.116 1.434
H 1.235 5.698 -2.802
H 0.145 6.162 -0.629
H -1.079 4.342 0.549
H 0.030 1.602 -2.531
H 1.141 3.430 -3.775
H -4.615 2.356 1.315
H -5.865 0.693 2.696
H -4.802 -1.466 3.262
H -2.536 -1.979 2.470
O -0.116 -0.017 -5.722
C -1.261 0.482 -5.307
O -1.864 1.335 -5.916
C -1.805 -0.044 -4.020
C -3.049 0.308 -3.560
N -3.208 -0.301 -2.377
N -2.148 -1.033 -2.020
C -1.279 -0.902 -3.011
C 0.063 -1.610 -2.934
O 0.771 -1.550 -3.959
O 0.409 -2.221 -1.875
H 0.263 -0.666 -5.052
H -3.796 0.945 -4.010
H -4.007 -0.267 -1.770
C 4.509 0.034 -6.214
C 3.818 0.504 -4.936
C 4.690 0.244 -3.716
N 3.999 0.667 -2.488
C 3.696 0.116 -1.322
S 2.859 1.051 -0.181
N 4.018 -1.174 -0.909
C 4.744 -2.262 -1.391
O 5.335 -2.312 -2.444
C 4.718 -3.435 -0.456
C 4.701 -3.303 0.930
C 4.650 -4.432 1.734
C 4.625 -5.695 1.160
C 4.675 -5.829 -0.223
C 4.722 -4.703 -1.028
H 3.884 0.244 -7.082
H 4.687 -1.044 -6.175
H 5.471 0.531 -6.359
H 2.875 -0.022 -4.813
H 3.602 1.577 -5.008
H 5.611 0.829 -3.791
H 4.957 -0.797 -3.646
H 3.640 1.606 -2.533
H 3.631 -1.314 0.007
H 4.765 -2.326 1.396
H 4.628 -4.326 2.812
H 4.582 -6.574 1.791
H 4.679 -6.814 -0.674
H 4.755 -4.789 -2.107
F -0.541 -0.569 3.909
C 0.473 -0.283 3.042
F 0.886 0.978 3.331
C 1.598 -1.243 3.404
F 2.627 -1.090 2.545
F 1.136 -2.508 3.274
F 2.070 -1.109 4.645
C -1.221 -4.285 2.057
Te -0.788 -3.244 0.191
C 1.200 -4.004 0.291
H -0.595 -5.175 2.102
H -2.271 -4.582 2.044
H -1.023 -3.668 2.931
H 1.659 -3.745 1.241
H 1.745 -3.574 -0.544
H 1.149 -5.087 0.188
*
```

***

[3]
DFT (wB97M-V/def2-TZVPD) results for a structure of composition C32H32BrN2O2S2Tl in a non-equilibrium geometry.

Calculated values
* calculated total energy: -5041.465464 Ha
* molar mass: 825.041 g mol⁻¹
* max |F|: 3.95 eV Å⁻¹
* frontier orbital gap: 4.42 eV

```
! RIJCOSX wB97M-V def2-TZVPD def2/J DEFGRID3
* xyz -2 1
Tl 1.951 -0.417 -0.384
O 2.393 0.799 4.640
C 1.601 -0.064 5.140
C 1.473 -0.250 6.557
C 0.817 -1.356 7.052
C 0.234 -2.306 6.210
C 0.217 -2.061 4.837
C 0.836 -0.971 4.283
C 0.827 -0.657 2.794
O 2.109 -0.240 2.353
N -0.199 0.235 2.412
N -0.046 0.967 1.328
C -0.807 2.042 1.222
C -0.792 3.024 0.203
Br 0.646 2.895 -1.074
C -1.685 4.057 0.297
C -2.015 5.102 -0.661
C -2.568 6.328 -0.238
C -2.783 7.360 -1.136
C -2.533 7.178 -2.506
C -2.054 5.937 -2.936
C -1.842 4.898 -2.048
H 2.475 0.242 3.199
H 1.915 0.508 7.178
H 0.757 -1.508 8.123
H -0.289 -3.174 6.605
H -0.318 -2.744 4.181
H 0.585 -1.579 2.202
H -1.122 0.127 2.827
H -1.479 2.212 2.075
H -2.167 4.161 1.295
H -2.772 6.487 0.826
H -3.162 8.317 -0.781
H -2.648 7.998 -3.217
H -1.809 5.754 -3.984
H -1.551 3.913 -2.409
C -2.550 -0.018 -1.604
C -2.210 -0.578 -2.982
C -2.720 -2.008 -3.092
C -0.728 -0.472 -3.321
C -0.229 0.707 -3.850
C 1.103 0.866 -4.197
C 2.021 -0.149 -3.948
C 3.483 0.023 -4.212
C 1.517 -1.361 -3.481
C 0.172 -1.528 -3.170
H -3.624 -0.117 -1.414
H -2.282 1.052 -1.494
H -2.021 -0.605 -0.844
H -2.697 0.060 -3.727
H -2.290 -2.707 -2.346
H -2.557 -2.459 -4.090
H -3.828 -2.008 -2.911
H -0.917 1.551 -3.989
H 1.464 1.803 -4.648
H 3.797 -0.665 -5.024
H 4.035 -0.323 -3.308
H 3.735 1.069 -4.473
H 2.189 -2.200 -3.292
H -0.128 -2.467 -2.720
S 3.359 -2.994 -0.651
C 2.468 -4.133 0.190
C 3.143 -5.296 0.721
C 2.475 -6.238 1.506
C 1.101 -6.078 1.814
C 0.334 -5.041 1.230
C 0.990 -3.995 0.503
S 0.077 -2.625 0.028
H 4.198 -5.452 0.493
H 3.058 -7.061 1.935
H 0.600 -6.791 2.473
H -0.737 -4.981 1.431
*
```

***

[4]
DFT (wB97M-V/def2-TZVPD) results for a structure of composition C32H32CdN4O4S in a non-equilibrium geometry.

Calculated values
* calculated total energy: -2324.358969 Ha
* molar mass: 681.111 g mol⁻¹
* max |F|: 1.75 eV Å⁻¹
* frontier orbital gap (spin up / spin down): 7.13 / 4.75 eV

```
! RIJCOSX wB97M-V def2-TZVPD def2/J DEFGRID3
* xyz 0 1
Cd 0.448 0.217 -0.189
C 2.739 -0.432 -2.797
C 1.336 -0.332 -3.330
C 1.053 -0.718 -4.624
C -0.283 -0.668 -5.065
C -1.256 -0.189 -4.234
C -0.912 0.251 -2.933
N 0.395 0.131 -2.498
C -1.849 0.852 -2.035
C -3.194 1.197 -2.336
C -3.924 1.912 -1.433
C -3.344 2.327 -0.200
C -2.064 1.922 0.071
N -1.371 1.183 -0.799
C -1.297 2.317 1.306
C -1.880 3.020 2.345
C -1.081 3.465 3.387
C 0.273 3.202 3.364
C 0.791 2.433 2.329
C 2.249 2.080 2.290
N 0.011 1.989 1.342
H 3.439 0.070 -3.466
H 2.817 0.010 -1.805
H 3.044 -1.477 -2.716
H 1.846 -1.056 -5.277
H -0.538 -1.012 -6.060
H -2.282 -0.138 -4.571
H -3.632 0.923 -3.285
H -4.947 2.181 -1.658
H -3.901 2.952 0.481
H -2.940 3.223 2.341
H -1.517 4.017 4.210
H 0.929 3.573 4.140
H 2.860 2.979 2.374
H 2.500 1.423 3.125
H 2.502 1.567 1.364
O -0.060 -1.778 0.588
N 1.122 -1.856 1.089
O 1.363 -2.578 2.006
O 2.010 -1.043 0.618
C -4.934 -4.911 -0.601
C -3.510 -4.538 -0.923
C -2.446 -5.096 -0.224
C -1.136 -4.724 -0.500
C -0.896 -3.802 -1.497
C -1.937 -3.253 -2.233
C -3.239 -3.622 -1.939
S 0.771 -3.193 -1.743
C 1.097 -4.141 -3.241
O 1.645 -3.830 -0.714
H -4.991 -5.492 0.319
H -5.367 -5.512 -1.403
H -5.550 -4.019 -0.486
H -2.644 -5.817 0.559
H -0.298 -5.122 0.059
H -1.732 -2.543 -3.027
H -4.060 -3.184 -2.496
H 0.905 -5.191 -3.029
H 2.151 -3.996 -3.475
H 0.471 -3.777 -4.054
C -0.892 -0.306 3.490
C -0.177 -0.045 4.668
C 1.192 -0.390 4.786
C 1.865 -0.215 5.977
C 1.208 0.300 7.093
C -0.130 0.682 6.990
C -0.806 0.535 5.798
H -1.939 -0.049 3.398
H -0.452 -0.888 2.696
H 1.693 -0.824 3.928
H 2.911 -0.488 6.051
H 1.727 0.396 8.038
H -0.641 1.085 7.855
H -1.846 0.829 5.714
*
```

***

[5]
DFT (wB97M-V/def2-TZVPD) results for a structure of composition C32H32FFeN7O7S.

Calculated values
* calculated total energy: -3910.314246 Ha
* molar mass: 733.560 g mol⁻¹
* max |F|: 0.66 eV Å⁻¹
* frontier orbital gap (spin up / spin down): 7.64 / 7.73 eV

```
! RIJCOSX wB97M-V def2-TZVPD def2/J DEFGRID3
* xyz 1 2
Fe -0.968 -0.638 0.775
C -3.107 0.769 4.887
N -2.731 -0.571 4.454
C -2.355 -1.613 5.282
C -2.030 -2.655 4.500
N -2.211 -2.240 3.183
C -2.629 -0.944 3.171
S -2.964 0.038 1.819
C -2.101 -3.079 2.048
C -2.528 -4.393 2.124
C -2.395 -5.192 1.002
C -1.865 -4.646 -0.156
C -1.478 -3.321 -0.151
N -1.578 -2.549 0.942
H -3.225 0.758 5.966
H -4.043 1.060 4.419
H -2.330 1.477 4.604
H -2.346 -1.513 6.352
H -1.669 -3.636 4.746
H -2.978 -4.765 3.032
H -2.719 -6.223 1.030
H -1.756 -5.228 -1.059
H -1.080 -2.829 -1.027
O -0.690 0.663 -2.657
C -1.453 0.463 -1.739
O -1.353 -0.654 -1.008
C -2.463 1.468 -1.310
C -3.704 1.089 -0.815
C -4.625 2.059 -0.443
C -4.295 3.403 -0.545
C -3.055 3.784 -1.045
C -2.147 2.817 -1.441
H -3.953 0.037 -0.734
H -5.599 1.765 -0.075
H -5.011 4.158 -0.247
H -2.801 4.832 -1.140
H -1.191 3.095 -1.867
C 5.141 -0.276 -4.875
C 4.088 0.533 -4.132
N 3.285 -0.269 -3.207
C 2.223 -1.109 -3.772
C 2.588 -2.587 -3.861
C 3.753 -0.395 -1.945
O 4.828 0.040 -1.568
C 2.902 -1.105 -0.918
C 3.519 -2.016 -0.077
C 2.793 -2.586 0.958
C 1.485 -2.193 1.138
N 0.885 -1.304 0.336
C 1.579 -0.767 -0.675
H 5.732 0.378 -5.517
H 4.685 -1.038 -5.509
H 5.814 -0.760 -4.168
H 3.396 1.004 -4.832
H 4.565 1.317 -3.547
H 2.033 -0.719 -4.771
H 1.293 -0.970 -3.228
H 3.517 -2.734 -4.411
H 1.796 -3.134 -4.375
H 2.711 -3.029 -2.870
H 4.564 -2.251 -0.229
H 3.238 -3.302 1.633
H 0.895 -2.573 1.962
H 1.066 -0.041 -1.288
F -1.213 5.955 0.766
C -0.259 5.035 0.646
C 0.045 4.215 1.648
N 1.051 3.266 1.539
C 1.067 2.142 2.447
C 0.194 1.040 1.906
O 0.009 -0.060 2.507
O -0.348 1.184 0.771
C 1.721 3.063 0.338
O 2.495 2.146 0.176
N 1.427 3.980 -0.646
C 0.426 4.952 -0.646
O 0.176 5.614 -1.619
H -0.476 4.264 2.594
H 0.739 2.446 3.440
H 2.081 1.750 2.523
H 1.920 3.848 -1.520
*
```

***

[6]
DFT (wB97M-V/def2-TZVPD) results for a structure of composition C32H32IN9O3PbS in a non-equilibrium geometry.

Calculated values
* calculated total energy: -2845.287151 Ha
* molar mass: 956.839 g mol⁻¹
* max |F|: 2.33 eV Å⁻¹
* frontier orbital gap: 6.92 eV

```
! RIJCOSX wB97M-V def2-TZVPD def2/J DEFGRID3
* xyz 2 1
Pb 0.749 0.051 -0.277
C 1.263 4.468 -2.145
C 0.028 4.232 -1.323
N -0.748 5.225 -1.003
C -1.837 5.004 -0.179
C -2.205 3.762 0.130
C -3.526 3.596 0.894
O -3.410 2.781 2.066
C -1.466 2.630 -0.365
C -2.003 1.358 -0.323
N -1.419 0.228 -0.713
C -2.309 -0.893 -0.698
C -3.100 -1.194 0.410
C -3.913 -2.327 0.275
C -3.872 -3.195 -0.815
C -3.084 -2.862 -1.919
C -2.469 -1.629 -1.903
I -1.661 -0.939 -3.643
C -0.227 2.873 -1.027
O 0.582 1.971 -1.444
H 2.151 4.129 -1.580
H 1.416 5.508 -2.301
H 1.366 3.856 -3.064
H -2.367 5.905 0.099
H -4.222 3.211 0.188
H -3.864 4.599 1.179
H -4.232 2.709 2.540
H -3.049 1.350 -0.121
H -3.146 -0.573 1.284
H -4.606 -2.530 1.128
H -4.516 -4.043 -0.745
H -2.964 -3.496 -2.759
S 5.030 -1.305 0.043
C 4.302 -1.389 1.563
C 3.087 -0.832 1.566
C 2.764 -0.316 0.293
C 3.720 -0.535 -0.675
C 3.534 -0.061 -2.083
C 4.496 0.038 -3.080
C 4.117 0.522 -4.332
C 2.781 0.764 -4.611
C 1.861 0.602 -3.601
N 2.207 0.129 -2.393
H 4.910 -1.858 2.318
H 2.570 -0.692 2.470
H 5.564 -0.197 -2.798
H 4.891 0.552 -5.165
H 2.440 1.074 -5.574
H 0.814 0.918 -3.785
N 1.445 -3.915 -2.081
C 0.419 -4.359 -1.280
C -0.156 -3.230 -0.780
N 0.539 -2.136 -1.248
C 1.463 -2.596 -2.058
H 1.967 -4.484 -2.725
H 0.176 -5.387 -1.171
H -0.987 -3.070 -0.072
H 2.123 -2.044 -2.767
N 0.646 3.431 1.837
N 1.285 2.269 1.285
H 1.207 3.823 2.603
H -0.233 3.167 2.214
H 1.913 1.902 1.994
H 1.827 2.657 0.562
N -0.256 -4.598 3.387
C -0.386 -3.570 4.226
O -0.393 -3.661 5.437
C -0.506 -2.175 3.633
C -1.326 -1.259 4.342
C -1.547 -0.006 3.816
C -0.885 0.337 2.616
N -0.063 -0.506 1.984
C 0.078 -1.741 2.482
H -0.382 -5.531 3.692
H -0.053 -4.417 2.418
H -1.798 -1.628 5.244
H -2.194 0.712 4.294
H -1.045 1.302 2.166
H 0.690 -2.466 1.945
*
```

***

- Which of these has the lowest calculated total energy?
  C32H32BrN2O2S2Tl